[1]
Density functional theory data (wB97M-V/def2-TZVPD) for a structure of composition C8H6AuBN2O5.

## Properties
**Spin multiplicity**: 3
**Total energy**: -954.5836 Ha

```
23
Properties=species:S:1:pos:R:3:forces:R:3
Au -0.18007 0.47100 -1.26692 0.3 0.1 -0.6
O -1.74893 -0.94790 4.36212 0.0 0.0 -0.1
C -1.52336 -0.64850 3.06762 0.0 0.0 0.1
C -1.58192 -1.61443 2.06156 -0.1 0.0 -0.1
C -1.32486 -1.21242 0.76900 -0.1 0.0 0.1
N -1.07092 0.06553 0.52382 0.3 0.0 -0.1
C -0.95571 1.00376 1.46001 -0.1 -0.1 0.1
C -1.19791 0.67922 2.77454 -0.1 0.1 -0.1
C -0.49296 2.37307 0.95126 0.0 0.2 -0.2
O -0.55898 3.32042 1.70346 0.0 -0.1 0.1
O -0.05917 2.39794 -0.27424 0.0 -0.1 0.2
C -1.24292 -2.14430 -0.44582 0.0 0.0 -0.2
O -1.64316 -3.28245 -0.31758 0.0 0.0 0.1
O -0.73595 -1.62280 -1.51940 0.0 0.0 0.2
H -1.95405 -1.88523 4.45248 0.0 0.0 0.0
H -1.80941 -2.65527 2.25326 0.0 0.0 0.0
H -1.12675 1.43217 3.54574 0.0 0.0 0.0
B 3.62980 0.64697 -4.08531 -0.3 0.2 -0.2
C 2.23722 0.70072 -3.42026 0.1 0.1 -0.4
N 1.19661 0.74820 -2.94220 -0.2 -0.1 0.5
H 3.92698 1.03786 -5.29465 -0.2 -0.1 0.3
H 4.34676 1.56239 -3.77095 0.1 -0.1 0.0
H 3.86965 -0.42594 -4.58752 0.1 0.0 0.0
```
Forces are in eV/Å.

[2]
Density functional theory data (wB97M-V/def2-TZVPD) for a structure of composition C12H10CeClN3 at a distorted geometry.

## Properties
**Net charge**: -1
**Spin multiplicity**: 2
**Total energy**: -1563.0131 Ha

```
27
Properties=species:S:1:pos:R:3:forces:R:3
C -2.61709 -0.99519 -0.45866 -0.6 0.3 -0.5
C -1.86473 -1.18367 -1.65892 -0.6 0.6 -0.3
C -1.50766 0.10777 -2.15677 -0.9 0.0 0.0
H -1.63339 -2.14090 -2.14080 0.0 0.5 0.4
C -2.02792 1.09605 -1.26307 -0.4 -0.8 -0.2
C -2.72354 0.40817 -0.21146 -0.2 -0.2 -0.7
H -3.26337 0.88105 0.61037 0.3 -0.2 -0.2
H -3.06392 -1.79231 0.14249 0.3 0.4 -0.2
H -0.97757 0.30780 -3.09613 -0.2 -0.1 0.7
H -1.95394 2.17807 -1.39392 0.1 -0.4 0.1
Ce -0.16176 -0.25991 0.16567 2.8 0.9 -1.9
Cl 0.13946 -2.55876 1.09382 0.1 -1.7 0.6
C 2.78174 0.13155 -0.11225 -0.8 0.1 -1.1
C 2.24966 1.36028 -0.64667 -0.2 -1.3 -0.5
C 1.60701 1.05672 -1.89524 0.5 -1.0 0.8
H 2.34198 2.34417 -0.20525 0.0 -0.1 0.0
C 1.72544 -0.36227 -2.12635 0.4 0.8 1.1
C 2.44384 -0.93104 -1.02171 -0.1 1.2 -0.1
H 2.70523 -1.98013 -0.91249 -0.1 0.3 0.0
H 3.35728 0.02837 0.79946 -0.2 0.0 -0.1
H 1.16012 1.77264 -2.57548 0.0 -0.1 0.2
H 1.37473 -0.89844 -3.00292 0.0 0.1 0.2
N -0.08340 0.78655 2.20083 0.0 1.0 3.2
C -0.03764 0.79965 3.39016 -0.1 -0.3 -0.9
N 0.01098 0.90158 4.66314 0.0 0.7 -1.1
C 0.00847 -0.10169 5.49806 0.0 -2.4 2.0
N 0.00999 -0.95610 6.31411 0.0 1.9 -1.7
```
Forces are in eV/Å.

[3]
Density functional theory data (wB97M-V/def2-TZVPD) for a cluster of 2 separate species, C9H14 in total at a distorted geometry.

## Properties
**SMILES string**: Cc1ccccc1.CC
**Relative energy (zero: lowest compared OMol25 entry of this formula, charge and spin)**: 9.1 kcal/mol
**Total energy**: -351.3157 Ha

```
23
Properties=species:S:1:pos:R:3:forces:R:3
C -0.71956 0.86987 -1.75940 0.7 -0.1 -1.0
C -2.53331 -0.48419 1.32531 0.0 -0.3 -1.0
C -2.30819 0.52214 2.22277 0.5 0.3 -0.1
C -2.02302 -0.42988 0.01645 -0.6 0.0 0.4
C -1.34070 0.67817 -0.41476 1.1 0.7 0.4
C -1.53574 1.62153 1.80968 -0.9 -0.3 0.5
C -1.08461 1.69600 0.51895 -0.1 0.0 -0.2
H -3.16073 -1.32418 1.55497 -0.1 -0.3 0.4
H -2.69418 0.43195 3.22456 -0.1 0.2 0.2
H -2.25342 -1.25055 -0.63898 0.1 -0.2 -0.3
H -1.41727 2.44570 2.49268 0.3 0.1 0.1
H 0.30810 1.23957 -1.73781 0.1 0.2 0.7
H -1.20457 1.63630 -2.37177 -0.4 -0.4 0.0
H -0.52213 2.56045 0.19669 0.1 0.1 0.0
H -0.56091 -0.05144 -2.31933 -0.7 -0.1 -0.1
C 2.35540 -1.44089 0.08412 1.0 0.9 -1.5
C 3.37530 -1.12526 -1.04393 -0.3 0.3 0.4
H 1.60623 -2.02852 -0.42427 -0.5 -0.4 0.6
H 2.90294 -1.95809 0.86224 -0.5 -0.2 0.4
H 1.91953 -0.48816 0.40637 0.0 -0.4 0.4
H 3.67942 -2.02331 -1.55816 0.1 -0.4 -0.2
H 4.27417 -0.64989 -0.67019 0.2 0.1 0.2
H 2.93726 -0.44732 -1.77620 0.0 0.0 -0.1
```
Forces are in eV/Å.

[4]
Density functional theory data (wB97M-V/def2-TZVPD) for an isolated molecule of C19H16N2O5.

## Properties
**SMILES string**: COC(=O)c1cn(NC(=O)c2cccc(OC)c2)c(=O)c2ccccc12
**Relative energy (zero: lowest compared OMol25 entry of this formula, charge and spin)**: 44.5 kcal/mol
**Total energy**: -1219.3607 Ha

```
42
Properties=species:S:1:pos:R:3:forces:R:3
C 0.30597 -0.32064 4.83860 -0.1 0.3 0.3
H 0.77955 -1.08032 5.45502 0.0 0.0 0.0
H -0.68962 -0.08258 5.21747 0.1 0.0 0.0
H 0.90278 0.59338 4.82433 0.0 -0.1 0.0
O 0.21679 -0.87108 3.53115 0.0 -0.3 -0.3
C -0.37222 -0.09237 2.61539 -0.2 0.4 -0.1
O -0.80461 1.00542 2.87869 0.0 -0.1 0.1
C -0.48191 -0.68715 1.26292 -0.4 0.3 -0.3
C -1.33858 -0.02652 0.43456 0.2 -0.1 1.0
N -1.56952 -0.40025 -0.84145 0.0 -0.1 -0.3
C -0.99695 -1.53460 -1.42694 -0.2 0.2 -0.3
O -1.27742 -1.81764 -2.57503 0.0 0.0 0.0
C -0.06947 -2.25429 -0.56578 0.3 -0.2 0.3
C 0.58393 -3.36032 -1.12131 0.0 0.0 0.0
C 1.52365 -4.05373 -0.39719 -0.1 0.0 -0.1
C 1.83098 -3.63813 0.89614 -0.1 0.1 0.0
C 1.19634 -2.55437 1.46016 0.2 -0.1 0.1
C 0.22165 -1.83819 0.75242 0.0 -0.2 -0.4
H 1.45072 -2.24910 2.45993 0.0 0.0 0.0
H 2.57799 -4.17145 1.46511 0.1 0.0 0.1
H 2.02343 -4.90807 -0.82682 0.0 -0.1 -0.1
H 0.32753 -3.64075 -2.13181 0.0 0.0 -0.1
N -2.32469 0.43130 -1.65159 -0.5 -0.5 -0.1
C -1.94405 1.71194 -1.99842 0.2 0.0 0.1
O -2.60895 2.35044 -2.77557 -0.1 0.1 0.0
C -0.73445 2.21530 -1.28423 0.3 0.4 0.0
C 0.47090 1.52576 -1.39835 0.2 0.0 -0.1
C 1.58429 1.96089 -0.69251 -0.1 0.0 0.0
C 1.48121 3.09878 0.11180 0.1 -0.1 -0.1
C 0.29328 3.79306 0.19172 0.1 -0.1 0.0
C -0.82259 3.35969 -0.50669 -0.2 -0.2 -0.2
H -1.75933 3.89032 -0.44348 -0.1 0.1 0.0
H 0.23037 4.67586 0.80868 0.0 0.1 0.1
H 2.35441 3.41675 0.65868 0.1 0.0 0.1
O 2.79568 1.34518 -0.70518 -0.1 0.4 0.2
C 2.95710 0.18362 -1.48423 0.0 -0.2 -0.1
H 3.99235 -0.12220 -1.34297 -0.1 0.0 0.0
H 2.78232 0.38249 -2.54603 0.0 0.0 0.0
H 2.29494 -0.62275 -1.15016 0.0 0.0 0.0
H 0.53005 0.66574 -2.04809 0.0 -0.1 0.0
H -2.96854 -0.04734 -2.27367 0.2 0.1 0.2
H -1.86285 0.85129 0.78307 0.0 0.0 0.0
```
Forces are in eV/Å.